## one
Computed, not measured: 2 unconnected molecules or ions with the total composition C2H2N3O, with ωB97M-V with the def2-TZVPD basis set.

XYZ file:
```
8
Properties=species:S:1:pos:R:3
O 1.15661 1.62668 1.41388
N -1.41237 -0.37178 0.30894
H -1.22046 0.05029 1.28834
N 1.28345 -1.45095 -2.02221
C 0.52483 0.01720 -0.15484
N 0.93075 0.79288 0.66659
C 0.88342 -0.75670 -1.20748
H -2.14623 0.09237 -0.29322
```

Highest occupied orbital energy (alpha / beta) = -17.038 / -16.934 eV
Molar mass = 84.06 g mol⁻¹
E_LUMO (alpha / beta) = -8.9 / -9.3 eV
Net charge = +1

Here are the natural (NBO) charges for atoms 1 to 4, given in e:
1. O 0.001
2. N -0.445
3. H 0.377
4. N -0.017

---

## two
Computed, not measured: a gas-phase ion, C2H2N3O (charge +1), with ωB97M-V with the def2-TZVPD basis set.

XYZ file:
```
8
Properties=species:S:1:pos:R:3
H 0.98679 0.91776 -1.84999
N 1.04485 0.18041 -0.14694
C 1.01031 -0.17331 -1.50749
N -0.58755 0.32244 1.33660
O 1.29629 -1.22034 -2.00692
H -2.60546 -0.53465 1.84574
N 0.51644 0.54583 0.88191
C -1.66168 -0.03814 1.44708
```

Highest occupied orbital energy (alpha / beta) = -15.072 / -15.073 eV
Molar mass = 84.06 g mol⁻¹
E_LUMO (alpha / beta) = -7.6 / -7.6 eV
SMILES = C#[N+]/N=N\C=O
Net charge = +1

Here are the natural (NBO) charges for atoms 1 to 4, given in e:
1. H 0.209
2. N -0.027
3. C 0.465
4. N -0.053

---

Question: which arrangement is favored energetically? Ranking from most to least stable: two, one.

---

## one
Computed, not measured: 2 unconnected molecules or ions with the total composition C5H15NS, with ωB97M-V with the def2-TZVPD basis set.

XYZ file:
```
22
Properties=species:S:1:pos:R:3
C 3.11843 0.77781 0.95164
H 3.85925 0.05056 1.26710
H 0.09992 -2.23696 -0.61764
H -3.34292 0.34097 1.34136
C -2.93143 -0.50717 0.79603
H 2.47805 0.99640 1.82304
H 3.61832 1.70419 0.67771
C 1.52679 -0.89406 0.19936
N 2.33993 0.26274 -0.17218
H 1.28318 -1.63363 -1.79360
H -1.90345 -0.63297 1.14714
S -3.08361 -0.22546 -0.97765
H -2.23849 1.61131 -2.15482
H -3.04462 2.17749 -0.73826
H -1.36976 1.48264 -0.63644
H 2.20473 -1.69874 0.49789
H -3.48131 -1.40907 1.05422
C 0.64723 -1.35770 -0.95316
H 0.90289 -0.65803 1.07346
H -0.01689 -0.57292 -1.30799
H 1.68857 1.01255 -0.39082
C -2.35480 1.41008 -1.08639
```

Highest occupied orbital energy = -8.593 eV
Molar mass = 121.25 g mol⁻¹
E_LUMO = 0.9 eV
SMILES = CCNC.CSC
Net charge = 0

Here are the natural (NBO) charges for atoms 1 to 4, given in e:
1. C -0.412
2. H 0.191
3. H 0.212
4. H 0.213

---

## two
Computed, not measured: 3 unconnected molecules or ions with the total composition C5H15NS, with ωB97M-V with the def2-TZVPD basis set.

XYZ file:
```
22
Properties=species:S:1:pos:R:3
S 2.07880 0.09657 -0.26197
H -0.80555 3.04983 -1.97506
H 1.03101 -3.42564 1.22972
H -0.60228 -2.25455 0.03166
H 1.53301 -0.18473 1.72839
H 0.23664 2.71026 0.28869
C -0.87431 1.93697 -1.79466
N -0.69698 2.35907 0.61006
C 0.83193 -2.43225 1.62326
H 0.11861 1.44521 -1.72759
C -1.49206 1.73658 -0.43827
H -1.47050 1.51779 -2.61759
H -0.36215 1.59497 1.18375
H 0.33015 -0.79160 -1.54431
H -1.55542 0.66526 -0.17694
H 1.85710 -2.04981 1.86646
C 0.95387 -1.18648 -0.66243
H 0.14052 -2.58484 2.51473
H 1.54224 -1.99423 -1.07847
C 0.12719 -1.56058 0.53132
H -2.58467 2.03812 -0.39852
H -0.33716 -0.68591 1.06776
```

Highest occupied orbital energy = -8.771 eV
Molar mass = 121.25 g mol⁻¹
E_LUMO = -1.1 eV
Net charge = 0

Here are the natural (NBO) charges for atoms 1 to 4, given in e:
1. S 0.027
2. H 0.210
3. H 0.215
4. H 0.220

---

Question: which arrangement is favored energetically? Ranking from most to least stable: one, two.

---

## one
Computed, not measured: a single C2H2S3 molecule, with ωB97M-V with the def2-TZVPD basis set.

XYZ file:
```
7
Properties=species:S:1:pos:R:3
C -0.90820 0.64422 -0.06870
H -1.41127 1.59001 0.02294
S 0.81443 -1.46605 -0.38240
H -1.29038 -1.59609 0.19843
C -0.78278 -0.61618 0.03211
S 1.98008 -0.08382 0.56205
S 1.59812 1.52789 -0.36443
```

Highest occupied orbital energy (alpha / beta) = -8.296 / -8.321 eV
Molar mass = 122.24 g mol⁻¹
E_LUMO (alpha / beta) = -1.4 / -1.2 eV
Net charge = 0

Here are the natural (NBO) charges for atoms 1 to 4, given in e:
1. C -0.091
2. H 0.241
3. S 0.081
4. H 0.285

---

## two
Computed, not measured: 2 unconnected molecules or ions with the total composition C2H2S3, with ωB97M-V with the def2-TZVPD basis set.

XYZ file:
```
7
Properties=species:S:1:pos:R:3
C 1.67204 1.21951 -0.37288
C -2.70701 -0.73886 0.02242
S -2.97604 -1.94637 0.90711
H 1.67908 -1.08960 0.22522
S -2.53152 0.50699 -0.90432
H 2.34675 2.08166 -0.16546
S 2.51670 -0.03333 0.28792
```

Highest occupied orbital energy = -9.036 eV
Molar mass = 122.24 g mol⁻¹
E_LUMO = -0.2 eV
Net charge = 0

Here are the natural (NBO) charges for atoms 1 to 4, given in e:
1. C -0.444
2. C -0.383
3. S 0.197
4. H 0.093

---

Question: which arrangement is favored energetically? Ranking from most to least stable: two, one.

---

## one
Computed, not measured: 2 unconnected molecules or ions with the total composition C2H6O3, with ωB97M-V with the def2-TZVPD basis set.

XYZ file:
```
11
Properties=species:S:1:pos:R:3
H -1.09503 -2.46435 0.64335
H 0.01982 0.81704 -0.66448
H 0.44777 -2.57147 -0.19775
O -0.16639 1.78133 -0.70321
H -0.01393 2.97967 0.94808
H -0.91433 -1.29103 -1.38615
C -0.21864 -1.89346 0.32978
H 0.25543 -1.39087 1.16724
O 1.77547 2.44475 0.21578
O -0.67467 -0.85237 -0.55717
C 0.58450 2.44077 0.20454
```

Highest occupied orbital energy = -10.447 eV
Molar mass = 78.07 g mol⁻¹
E_LUMO = 0.6 eV
SMILES = O=CO.CO
Net charge = 0

Here are the natural (NBO) charges for atoms 1 to 4, given in e:
1. H 0.173
2. H 0.521
3. H 0.174
4. O -0.741

---

## two
Computed, not measured: 2 unconnected molecules or ions with the total composition C2H6O3, with ωB97M-V with the def2-TZVPD basis set.

XYZ file:
```
11
Properties=species:S:1:pos:R:3
O -1.53799 0.55856 0.03909
H 1.99081 1.33838 -0.95023
H -3.27442 -0.39830 0.73072
H -0.66328 0.76774 0.32922
C -2.30918 0.21115 1.07680
H 0.69739 -1.31723 -0.98731
H 1.99845 -1.08446 0.18578
H 2.39407 -0.72780 -1.54003
O -2.17180 0.58192 2.25473
C 1.57344 -0.65344 -0.72136
O 1.30251 0.72350 -0.41742
```

Highest occupied orbital energy = -10.520 eV
Molar mass = 78.07 g mol⁻¹
E_LUMO = 0.5 eV
SMILES = O=CO.CO
Net charge = 0

Here are the natural (NBO) charges for atoms 1 to 4, given in e:
1. O -0.685
2. H 0.491
3. H 0.113
4. H 0.515

---

Question: which arrangement is favored energetically? Ranking from most to least stable: one, two.

---

## one
Computed, not measured: a single C18H20N2O3 molecule, with ωB97M-V with the def2-TZVPD basis set.

XYZ file:
```
43
Properties=species:S:1:pos:R:3
N -0.50430 -0.20043 -0.15270
O 2.99810 -0.46939 -0.79588
H 4.75515 -4.28668 1.39381
H -1.62877 2.01317 -2.95452
H -3.44907 -0.40330 -0.08239
C 0.84998 -2.32210 -0.40991
H 0.96504 -5.65209 2.90427
H 1.31540 -2.33279 -1.35511
H -3.38212 2.31470 -2.38652
H -3.11097 1.13489 0.39067
C 1.53101 -4.99410 2.24221
H 1.23400 4.45732 0.01065
H -2.81675 5.25145 1.29433
C -2.34202 2.09681 -2.08454
H 3.45600 -5.81328 2.77378
H -0.17596 -2.72802 -0.43917
C -0.66207 5.00316 0.80484
C 1.60129 -3.26240 0.51540
C -1.76319 3.08496 -1.07162
H -1.20513 -0.38333 0.57184
C -0.94081 0.13638 -1.40317
C 3.68132 -4.27248 1.33084
H 0.29640 2.72395 -1.56527
C 0.89798 -4.03602 1.40264
C -2.37725 0.68107 -1.54337
O -0.08529 0.16468 -2.33097
C -2.05694 4.71776 0.69809
C 2.99070 -3.38301 0.49879
H -3.69862 3.87658 -0.28144
H 0.81606 -0.95316 1.16008
H 1.02984 1.51440 0.17479
C 1.98298 -0.03315 -0.36535
H 3.52893 -2.65242 -0.06359
C -0.40095 3.32755 -0.92473
C -2.59416 3.81175 -0.19518
C 0.12778 4.27924 -0.06461
C 0.79647 -0.89292 0.07684
N -3.23721 0.52833 -0.40833
H -2.74466 -0.00610 -2.39554
H -0.23341 -3.95201 1.43247
H -0.29150 5.74997 1.48224
C 2.92675 -5.09792 2.19787
O 1.91998 1.25896 -0.08253
```

Highest occupied orbital energy = -9.202 eV
Molar mass = 312.37 g mol⁻¹
E_LUMO = 0.3 eV
SMILES = N[C@@H](Cc1ccccc1)C(=O)N[C@@H](Cc1ccccc1)C(=O)O
Net charge = 0

Here are the natural (NBO) charges for atoms 1 to 4, given in e:
1. N -0.635
2. O -0.568
3. H 0.216
4. H 0.254

---

## two
Computed, not measured: a single C18H20N2O3 molecule, with ωB97M-V with the def2-TZVPD basis set.

XYZ file:
```
43
Properties=species:S:1:pos:R:3
C 0.15252 0.99584 1.61280
H -2.82246 2.19663 -0.63532
H -0.71016 4.28022 -1.88884
C 3.84927 -1.23255 -2.02158
C 2.87156 0.59508 -0.75232
C -0.39631 2.82081 -0.74361
H 2.69465 1.52692 1.81924
H -0.00118 -1.49896 2.88388
H -5.50201 -1.81679 1.03068
H -2.41718 1.60917 0.98818
H -0.85364 0.98041 -1.44291
C -2.87936 0.09573 -0.31734
C -3.07208 -2.01235 -1.43201
N -0.06527 0.65669 0.30011
C -2.33762 1.46139 -0.05815
C 3.53274 -1.41823 0.34972
C 1.15360 0.14366 2.36065
H 2.36231 1.61778 -0.82639
H -4.46528 0.40525 1.13223
C 2.62388 0.43113 1.80179
C 3.95283 -2.01890 -0.83049
C 2.92536 -0.09334 0.44988
H 3.40183 0.75147 -2.88864
H 1.05193 0.50819 3.46930
H -1.32371 -0.61329 -1.65409
H 4.29039 -3.08646 -0.94232
H -2.60098 -2.57886 -2.23606
C -4.57727 -1.53454 0.42004
O -0.50299 1.86659 2.18756
C -2.29150 -0.81152 -1.15398
C 3.34766 0.06008 -2.02545
H 3.67751 -1.92773 1.23747
C -0.89491 1.48651 -0.45362
H 3.21151 -0.07477 2.64254
O 0.76691 3.18587 -0.59246
C -3.98159 -0.28324 0.49077
H 0.52598 -0.03058 -0.11072
H 0.52239 -1.49571 1.38213
H -4.62164 -3.34036 -0.86222
C -4.11634 -2.41026 -0.64128
N 0.78105 -1.27146 2.33878
O -1.31115 3.57812 -1.44693
H 4.04872 -1.70363 -2.94104
```

Highest occupied orbital energy = -8.897 eV
Molar mass = 312.37 g mol⁻¹
E_LUMO = 0.5 eV
SMILES = N[C@@H](Cc1ccccc1)C(=O)N[C@@H](Cc1ccccc1)C(=O)O
Net charge = 0

Here are the natural (NBO) charges for atoms 1 to 4, given in e:
1. C 0.671
2. H 0.243
3. H 0.506
4. C -0.209

---

Question: which arrangement is favored energetically? Ranking from most to least stable: one, two.

---

## one
Computed, not measured: 2 unconnected molecules or ions with the total composition CH3N2OP, with ωB97M-V with the def2-TZVPD basis set.

XYZ file:
```
8
Properties=species:S:1:pos:R:3
H 0.30696 -0.78419 -0.09871
H -0.65986 -1.30089 -1.63133
H 1.87618 2.97245 0.05687
P 1.29128 1.70809 0.15135
C -0.61682 -1.31248 -0.45717
N -1.73176 -1.22325 0.12745
O 2.22185 1.04965 1.07240
N -2.68783 -1.10937 0.77915
```

Highest occupied orbital energy = -8.804 eV
Molar mass = 90.02 g mol⁻¹
E_LUMO = -1.3 eV
Net charge = 0

Here are the natural (NBO) charges for atoms 1 to 4, given in e:
1. H 0.231
2. H 0.224
3. H -0.178
4. P 1.127

---

## two
Computed, not measured: a single CH3N2OP molecule, with ωB97M-V with the def2-TZVPD basis set.

XYZ file:
```
8
Properties=species:S:1:pos:R:3
N 0.85336 -1.09784 0.14880
H 1.44420 -1.34409 -0.69380
N -0.37985 -0.13732 -0.37568
H 0.67443 0.67576 1.19453
P -2.05938 -0.36349 -0.09609
H 1.42349 1.01504 -0.46381
O -2.73030 0.90331 0.04256
C 0.77406 0.34863 0.24349
```

Highest occupied orbital energy = -9.875 eV
Molar mass = 90.02 g mol⁻¹
E_LUMO = 0.0 eV
SMILES = O=PN1CN1
Net charge = 0

Here are the natural (NBO) charges for atoms 1 to 4, given in e:
1. N -0.413
2. H 0.350
3. N -0.685
4. H 0.181

---

Question: which arrangement is favored energetically? Ranking from most to least stable: two, one.

---

## one
Computed, not measured: 2 unconnected molecules or ions with the total composition C6H16O2, with ωB97M-V with the def2-TZVPD basis set.

XYZ file:
```
24
Properties=species:S:1:pos:R:3
H 1.55004 -0.04135 -1.85626
H 1.82401 -1.13524 2.31741
H -0.05752 -1.36731 2.20408
O -2.92190 2.50587 -0.53854
H -3.15334 2.06568 0.25717
H 1.58464 0.24043 0.08063
H 0.30140 2.41631 0.56669
O 0.04269 -0.58359 -3.08769
C 0.80001 -0.60739 2.07798
C 0.18790 -1.50740 -0.82369
H 0.70524 0.00532 3.08723
C -0.44709 -0.46202 0.05161
C 0.75762 0.16620 0.90347
H 1.15473 1.94210 2.05524
C 0.91520 -0.93732 -2.12917
H -0.37949 -2.38030 -1.07895
H -0.72708 -1.17612 -2.99640
H -2.59531 1.79903 -1.15932
H 1.10471 -1.89161 -0.33992
H -0.93797 0.29583 -0.59506
H 1.69089 -1.61876 -2.62871
H -1.30008 -0.87541 0.57297
H -0.52561 1.54580 1.77832
C 0.42630 1.60125 1.28090
```

Highest occupied orbital energy = -10.067 eV
Molar mass = 120.19 g mol⁻¹
E_LUMO = 0.7 eV
SMILES = CC(C)CCCO.O
Net charge = 0

Here are the natural (NBO) charges for atoms 1 to 4, given in e:
1. H 0.161
2. H 0.226
3. H 0.220
4. O -0.936

---

## two
Computed, not measured: 3 unconnected molecules or ions with the total composition C6H16O2, with ωB97M-V with the def2-TZVPD basis set.

XYZ file:
```
24
Properties=species:S:1:pos:R:3
C -0.84723 0.13895 -1.91651
H -0.66503 2.62701 0.22582
H -0.18407 0.52660 -2.67827
H -0.10044 2.65893 -1.46021
C 0.73048 0.55243 2.08249
O 1.21142 -2.48443 0.52123
H 1.08764 -3.32349 0.98352
H 0.58746 -0.48790 2.37755
C -0.92945 2.39702 -0.80561
H -0.24406 1.03655 2.03327
H 0.88329 -0.04441 -0.01365
H 0.22192 -3.09822 -1.16062
C 0.18190 -2.30351 -0.40100
H 1.60937 1.61570 0.40601
H 1.33084 1.04910 2.84784
H -1.41774 -0.73951 -2.18604
O -1.08369 -2.42821 0.17899
H 2.39297 0.08606 0.80152
C -1.30597 0.96388 -0.95722
C 1.43334 0.59755 0.73335
H -2.02184 0.59169 -0.23147
H 0.13768 -1.29200 -1.08816
H -1.78626 3.03084 -1.05057
H -1.22254 -1.67062 0.75774
```

Highest occupied orbital energy = -9.305 eV
Molar mass = 120.19 g mol⁻¹
E_LUMO = 0.9 eV
SMILES = C=CC.OCO.CC
Net charge = 0

Here are the natural (NBO) charges for atoms 1 to 4, given in e:
1. C -0.466
2. H 0.217
3. H 0.200
4. H 0.215

---

Question: which arrangement is favored energetically? Ranking from most to least stable: two, one.